Density functional theory data (ωB97M-V/def2-TZVPD) for C26H27F3N4PReS2 as an isolated structure at a distorted geometry.

Computed properties:
Net charge ... +2
HOMO ... -13.871 eV
Spin multiplicity ... 1
Energy relative to the best compared isomer or geometry (same formula, charge and spin) ... 63.7 kcal/mol
Largest force on an atom ... 0.043 hartree/bohr
DFT total energy ... -74584.65830 eV

Cartesian coordinates (Å):
Re -0.7654 0.2817 -0.0726
C -1.4833 0.5182 2.9190
N -2.4520 0.8492 3.9294
C -3.6491 0.0166 3.7659
N -4.2750 0.2446 2.4523
C -3.3246 -0.0929 1.4242
N -2.0510 0.7452 1.5290
C -2.4787 2.2059 1.4580
N -3.4383 2.5207 2.4796
C -2.8337 2.2628 3.7987
C -4.6254 1.6687 2.3334
H -1.1861 -0.5270 2.9841
H -0.6046 1.1534 3.0090
H -4.3653 0.2581 4.5482
H -3.3726 -1.0342 3.8540
H -3.7642 0.0899 0.4424
H -3.0339 -1.1390 1.5141
H -2.9047 2.3850 0.4661
H -1.5822 2.8110 1.5849
H -3.5551 2.5122 4.5737
H -1.9518 2.8914 3.9236
H -5.0858 1.8487 1.3615
H -5.3413 1.9236 3.1113
S -2.6471 -0.6200 -3.9686
P -2.9152 -2.2430 -2.7311
S -1.8144 -0.6514 -1.9994
C -2.0910 -3.7184 -3.1639
C -1.4606 -4.4810 -2.1772
C -0.9651 -5.7258 -2.5262
C -1.1082 -6.1930 -3.8284
C -1.7308 -5.4208 -4.8032
C -2.2310 -4.1705 -4.4793
C -4.5137 -2.4006 -2.0311
C -4.6351 -3.1653 -0.8631
C -5.8942 -3.3613 -0.3255
C -7.0109 -2.8203 -0.9577
C -6.8808 -2.0707 -2.1205
C -5.6258 -1.8498 -2.6678
H -1.3361 -4.1050 -1.1677
H -0.4655 -6.3314 -1.7816
H -0.7232 -7.1707 -4.0897
H -1.8270 -5.7915 -5.8154
H -2.7114 -3.5641 -5.2388
H -3.7648 -3.6076 -0.3883
H -6.0086 -3.9465 0.5780
H -7.9960 -2.9944 -0.5427
H -7.7573 -1.6637 -2.6078
H -5.5214 -1.2679 -3.5750
F 0.7910 -1.6419 1.5794
C 0.0718 -1.5113 0.4757
F -1.0666 -2.3324 0.6713
F 0.7607 -2.1370 -0.5078
C 0.5884 1.2662 0.5265
C 1.6654 2.0493 1.0038
C 2.0042 3.2589 0.3827
C 3.0174 4.0292 0.9113
C 3.6939 3.5977 2.0486
C 3.3715 2.3906 2.6648
C 2.3573 1.6113 2.1481
H 1.4697 3.5748 -0.5060
H 3.2858 4.9660 0.4413
H 4.4850 4.2106 2.4615
H 3.9145 2.0635 3.5427
H 2.0945 0.6598 2.5983

Cartesian forces (eV/Å) of the 6 atoms listed first:
0.39 1.47 1.58
-0.15 0.07 0.09
-0.09 0.04 -0.08
0.11 0.08 -0.07
0.20 0.09 -0.04
-0.05 0.08 0.22